Record 1
The following is a quantum chemistry calculation of a cluster of 2 separate species, C9H3Cl4N2O2 in total, from the Open Molecules 2025 dataset.

Properties
HOMO-LUMO gap = 3.6884 eV
total charge = -1
2S+1 = 1
HOMO level = -3.292 eV
lowest unoccupied orbital energy = 0.40 eV
ΔE to the lowest compared entry with this formula, charge and spin = 6.32 kJ/mol
molecular weight = 312.95 g/mol

Last column: Löwdin charge in e.
Positions of all 20 atoms, in Å:
Cl (2.6980, -1.2849, 2.4929)  0.76
C (1.2517, -0.4019, 2.3084)  -0.58
C (1.2443, 0.9598, 2.5208)  -0.61
Cl (2.6693, 1.8894, 2.6370)  0.74
C (-0.0002, 1.7638, 2.5910)  -0.45
O (-0.0002, 2.9885, 2.6249)  0.04
C (-1.2447, 0.9598, 2.5208)  -0.61
Cl (-2.6697, 1.8894, 2.6370)  0.74
C (-1.2521, -0.4019, 2.3084)  -0.58
Cl (-2.6984, -1.2849, 2.4929)  0.76
C (-0.0002, -1.2195, 2.2642)  -0.44
O (-0.0002, -2.4195, 2.5235)  0.04
N (-0.0002, -3.0423, -2.4485)  -0.06
C (-0.0002, -4.2172, -1.7550)  -0.27
C (-0.0002, -3.9096, -0.3656)  -0.25
N (-0.0002, -2.5474, -0.2237)  -0.04
C (-0.0002, -2.0594, -1.5019)  -0.34
H (-0.0002, -5.1878, -2.2298)  0.05
H (-0.0002, -4.6443, 0.4271)  0.05
H (-0.0002, -1.0278, -1.7712)  0.05

Atoms 1-3, force components in eV/Å:
Cl -0.045 -0.031 -0.421
C 0.468 1.620 0.764
C 0.057 -1.573 -0.615

Record 2
The following is a quantum chemistry calculation of a structure of composition C46H71N7O2ScSe, from the Open Molecules 2025 dataset.

Properties
HOMO-LUMO gap = 7.4032 eV
total charge = +1
2S+1 = 1
HOMO level = -9.605 eV
lowest unoccupied orbital energy = -2.20 eV
ΔE to the lowest compared entry with this formula, charge and spin = 14.75 kJ/mol
molecular weight = 878.04 g/mol

Last column: Löwdin charge in e.
Positions of all 128 atoms, in Å:
Sc (-0.7379, -0.9679, 1.0802)  0.89
C (-2.3900, 0.3673, 3.4934)  -0.19
C (-3.1463, 0.7930, 2.2480)  -0.17
N (-3.0285, -0.2354, 1.2021)  -0.12
C (-3.9317, -1.3852, 1.3269)  -0.11
C (-3.3539, -2.4903, 2.1712)  -0.25
C (-4.1593, -3.3975, 2.8388)  0.01
C (-3.5577, -4.4149, 3.5638)  -0.02
C (-2.1757, -4.4867, 3.6127)  0.00
C (-1.4386, -3.5393, 2.9198)  -0.24
C (0.0692, -3.5596, 2.8976)  -0.11
N (0.6150, -2.2499, 2.5413)  -0.10
C (0.9258, -1.3642, 3.6808)  -0.16
C (-0.3265, -0.7043, 4.2253)  -0.17
N (-0.9938, 0.0568, 3.1550)  -0.11
N (-2.0198, -2.5704, 2.2103)  0.10
H (-2.8487, -0.5298, 3.9173)  0.12
H (-2.4579, 1.1423, 4.2647)  0.12
H (-2.7056, 1.7085, 1.8454)  0.11
H (-4.1933, 1.0037, 2.4924)  0.13
H (-3.2143, 0.1900, 0.3002)  0.09
H (-4.0824, -1.7884, 0.3218)  0.13
H (-4.9119, -1.0905, 1.7169)  0.14
H (-5.2354, -3.3032, 2.7919)  0.13
H (-4.1622, -5.1370, 4.0961)  0.12
H (-1.6729, -5.2574, 4.1809)  0.12
H (0.3893, -4.2799, 2.1402)  0.15
H (0.4512, -3.9158, 3.8606)  0.13
H (1.4650, -2.3611, 1.9995)  0.07
H (1.6027, -0.5942, 3.3069)  0.10
H (1.4435, -1.9127, 4.4757)  0.13
H (-0.0648, -0.0529, 5.0661)  0.13
H (-1.0212, -1.4590, 4.6033)  0.12
H (-0.4531, 0.9483, 3.0648)  0.08
C (3.0304, 4.1169, -3.4011)  -0.04
C (3.2625, 2.6322, -3.7138)  -0.56
C (2.5149, 2.2618, -5.0029)  -0.04
C (4.7579, 2.4190, -3.9435)  -0.06
C (2.7275, 1.7802, -2.5657)  -0.16
C (1.3854, 1.8582, -2.2107)  -0.06
C (0.8927, 1.0773, -1.1867)  -0.39
Se (-0.9637, 1.2154, -0.7503)  1.19
C (-1.7361, -0.0002, -2.0316)  -0.38
C (-2.1654, 0.5146, -3.2447)  -0.07
C (-2.6671, -0.3236, -4.2303)  -0.16
C (-2.7236, -1.6837, -3.9383)  0.04
C (-2.3142, -2.2441, -2.7307)  -0.08
C (-1.8044, -1.3769, -1.7427)  -0.34
O (-1.3864, -1.8313, -0.5636)  -0.22
C (-2.3597, -3.7569, -2.4957)  -0.53
C (-0.9374, -4.2779, -2.2378)  -0.03
C (-3.2609, -4.0946, -1.2970)  -0.04
C (-2.9162, -4.5093, -3.7066)  -0.07
C (-3.1127, 0.2626, -5.5699)  -0.56
C (-1.9297, 0.9923, -6.2222)  -0.05
C (-3.6031, -0.8136, -6.5383)  -0.06
C (-4.2562, 1.2588, -5.3357)  -0.05
C (1.6889, 0.1841, -0.4424)  -0.33
O (1.1309, -0.5133, 0.5497)  -0.26
C (3.0483, 0.0868, -0.7934)  -0.07
C (3.5086, 0.8959, -1.8387)  0.03
C (4.0999, -0.8327, -0.1489)  -0.52
C (4.7221, -1.7302, -1.2306)  -0.04
C (3.5710, -1.7685, 0.9394)  -0.06
C (5.1956, 0.0323, 0.4906)  -0.03
H (3.3997, 4.7387, -4.2189)  0.09
H (3.5535, 4.4075, -2.4881)  0.09
H (1.9707, 4.3390, -3.2676)  0.08
H (2.8761, 2.8664, -5.8373)  0.09
H (1.4416, 2.4314, -4.9064)  0.07
H (2.6665, 1.2098, -5.2508)  0.09
H (5.0913, 3.0520, -4.7672)  0.09
H (4.9839, 1.3847, -4.2105)  0.09
H (5.3459, 2.6855, -3.0629)  0.09
H (0.7104, 2.5244, -2.7339)  0.10
H (-2.0892, 1.5820, -3.4130)  0.10
H (-3.1080, -2.3476, -4.6963)  0.09
H (-0.4877, -3.7931, -1.3729)  0.07
H (-0.3005, -4.0939, -3.1049)  0.09
H (-0.9633, -5.3563, -2.0626)  0.09
H (-2.8685, -3.6669, -0.3768)  0.05
H (-3.3218, -5.1788, -1.1750)  0.09
H (-4.2758, -3.7225, -1.4626)  0.09
H (-2.3016, -4.3647, -4.5962)  0.09
H (-3.9395, -4.2088, -3.9404)  0.09
H (-2.9269, -5.5779, -3.4864)  0.09
H (-1.0963, 0.3084, -6.3919)  0.09
H (-1.5695, 1.8126, -5.5996)  0.07
H (-2.2299, 1.4128, -7.1841)  0.09
H (-2.8208, -1.5407, -6.7640)  0.09
H (-3.9020, -0.3476, -7.4781)  0.09
H (-4.4696, -1.3496, -6.1461)  0.09
H (-3.9481, 2.0739, -4.6792)  0.08
H (-5.1157, 0.7643, -4.8796)  0.09
H (-4.5770, 1.6966, -6.2830)  0.09
H (4.5551, 0.8186, -2.0962)  0.09
H (3.9557, -2.3405, -1.7120)  0.10
H (5.4592, -2.3984, -0.7801)  0.09
H (5.2286, -1.1573, -2.0060)  0.08
H (2.7985, -2.4292, 0.5401)  0.09
H (3.1725, -1.2078, 1.7858)  0.07
H (4.3973, -2.3863, 1.2984)  0.09
H (5.6825, 0.6781, -0.2395)  0.08
H (5.9625, -0.6009, 0.9429)  0.09
H (4.7737, 0.6693, 1.2710)  0.07
C (0.3375, 4.5959, 6.5740)  -0.16
C (-0.8044, 4.4309, 5.5950)  -0.19
N (-0.5217, 3.2798, 4.7469)  0.06
C (0.7380, 3.0832, 4.1942)  -0.37
N (0.8044, 2.3078, 3.1623)  0.06
C (2.1071, 2.0912, 2.5400)  -0.21
C (3.2458, 2.1995, 3.5394)  -0.16
C (3.1279, 3.5210, 4.2700)  -0.15
N (1.7933, 3.6632, 4.8357)  -0.04
C (1.6253, 4.7495, 5.7922)  -0.16
H (0.3974, 3.7179, 7.2201)  0.12
H (0.1787, 5.4710, 7.2032)  0.12
H (-0.9231, 5.3486, 5.0051)  0.12
H (-1.7446, 4.2472, 6.1147)  0.12
H (-1.2260, 3.0879, 4.0516)  0.11
H (2.2519, 2.8148, 1.7290)  0.13
H (2.1005, 1.1088, 2.0632)  0.08
H (4.2140, 2.1384, 3.0412)  0.11
H (3.1915, 1.3794, 4.2621)  0.12
H (3.3417, 4.3536, 3.5881)  0.13
H (3.8437, 3.5821, 5.0921)  0.12
H (1.6420, 5.7171, 5.2733)  0.13
H (2.4875, 4.7300, 6.4609)  0.12

Atoms 1-3, force components in eV/Å:
Sc -0.047 -0.188 -0.203
C 0.025 -0.002 0.011
C -0.023 -0.008 0.001